Record 1
C5H25NO9 | ωB97M-V/def2-TZVPD

Positions of all 40 atoms, in Å:
O 0.4758 -0.4637 -1.8080
C 0.8334 -0.6404 -0.6262
N -0.1459 -0.8498 0.3098
C 0.3460 -1.3192 1.6793
C -0.8883 -1.5842 2.5403
C -2.1632 -2.1708 1.8111
O -2.9869 -1.0423 1.3692
C 0.9656 0.0459 2.2351
H 1.8804 -0.6972 -0.2783
H -1.0481 -0.9390 -0.0273
H 1.0632 -2.1599 1.6315
H -1.0496 -0.5340 2.9863
H -0.5791 -2.1643 3.4027
H -1.7724 -2.7569 1.0456
H -2.9262 -2.8243 2.4215
H -3.4589 -0.4706 2.0028
H 1.6449 0.3102 1.4221
H 1.3795 0.0565 3.1981
H 0.2007 0.7425 2.4485
H -0.9984 0.8431 -2.2719
H -0.7549 0.9493 -3.8403
O -1.3042 1.0879 -3.1977
H 2.0740 -1.6331 -3.2314
H 3.5343 -1.4819 -2.7531
O 2.6595 -1.3666 -2.4883
H -0.3340 4.9651 -0.5634
H -0.8760 3.5403 -0.5219
O -0.6676 4.2742 0.0491
H -1.7463 -3.4588 -1.2622
H -1.9834 -4.6022 -0.1961
O -1.3533 -4.1377 -0.7170
H 2.4113 2.7110 -0.9631
H 1.5014 1.4696 -0.9773
O 1.5559 2.2880 -1.3666
H 1.9856 1.5009 -3.2301
H 1.0412 0.3704 -3.3678
O 1.4143 1.1594 -3.8573
H -0.0718 3.6750 1.5750
H -0.1783 4.0007 2.9819
O 0.3195 3.3073 2.4355

Atomic forces in eV per Å
0.6 0.1 1.8
-3.0 -0.8 -1.2
5.2 -0.7 1.2
-1.3 2.6 -0.1
-0.7 0.9 1.0
-2.0 2.1 4.2
0.5 -0.5 -1.6
0.2 -2.2 -1.7
-0.3 0.1 -0.3
-2.1 -0.3 -0.5
-0.4 0.5 -0.3
-0.9 -1.8 -0.6
0.0 -0.4 0.1
-0.1 -0.6 -2.0
2.1 0.9 -0.6
0.9 -1.1 0.2
0.2 0.9 0.9
1.5 -0.9 1.3
-1.1 1.0 -1.0
0.1 0.2 -2.7
5.6 -1.2 -5.1
-6.3 1.4 7.5
0.8 0.4 0.8
2.2 -0.4 -1.0
-2.1 -0.2 0.1
-0.2 -0.7 0.7
0.0 -0.5 -0.4
0.2 1.2 -0.5
-0.6 0.0 0.0
-1.1 -0.3 0.3
1.7 0.2 -0.4
-2.5 -1.2 -1.0
-0.2 -3.0 1.4
2.9 4.6 -0.1
1.6 1.3 2.0
0.8 1.3 -0.6
-2.1 -2.6 -1.9
1.1 -1.1 0.7
1.3 -1.6 -0.3
-2.3 2.6 -0.2

## Properties
Gap between HOMO and LUMO, eV: 10.31
SMILES: C[C@@H](CCO)NC=O.O.O.O.O.O.O.O
Charge: 0
Relative energy (zero: lowest compared OMol25 entry of this formula, charge and spin), kcal/mol: 100.4

Record 2
C5H26NO9 | ωB97M-V/def2-TZVPD

Positions of all 41 atoms, in Å:
C 1.6992 0.8555 -1.3193
N 0.4318 1.0245 -0.5785
C -0.7019 1.2742 -1.4220
O -1.1274 0.1601 -2.1661
C 2.3249 -0.5667 -1.3211
C 1.4587 -1.7746 -1.6504
C 0.4831 -2.2852 -0.5444
O 0.0920 -1.3309 0.3759
H 2.5311 1.4441 -0.9303
H 1.4083 1.1649 -2.3191
H 0.2949 0.1295 -0.0959
H -0.4150 2.0337 -2.1328
H -1.4868 1.6424 -0.7622
H -1.1496 -0.6656 -1.6878
H 2.7711 -0.7714 -0.3462
H 3.1434 -0.3731 -2.0146
H 0.9586 -1.6044 -2.6044
H 2.1378 -2.6095 -1.8139
H 1.0273 -3.1154 -0.0602
H -0.4015 -2.7195 -1.0455
H -3.7091 1.9540 1.1767
H -2.6958 1.7262 2.1965
O -3.3812 2.3524 1.9756
H -1.0404 -0.2813 -4.4013
H 0.3398 0.0040 -3.9949
O -0.2577 0.2079 -4.7154
H -0.2584 -2.2310 1.9389
H 0.6758 -1.9234 3.0678
O -0.0959 -2.4848 2.8951
H -1.2955 2.5815 1.5644
H -0.0192 2.0285 1.2229
O -0.3956 2.5261 1.9652
H -0.8997 1.5342 3.7015
H -0.5788 0.0274 3.6226
O -1.2251 0.6735 3.9633
H 1.0780 -0.5009 1.3794
H 1.9959 0.6376 1.9637
O 1.6644 -0.2353 2.1592
H -1.6324 -0.0195 1.6439
H -1.6371 -0.5819 0.3002
O -2.1117 0.0924 0.8136

Atomic forces in eV per Å
-0.9 -0.8 0.4
1.1 0.7 0.0
0.6 0.2 1.3
-0.6 -0.2 -1.3
-0.5 0.7 0.5
0.1 0.0 -0.5
0.5 0.3 -0.1
-0.6 -0.8 0.1
-0.3 0.7 0.0
0.8 0.1 -0.5
-0.4 0.0 0.1
-0.2 0.3 -0.5
-0.3 -0.1 -0.3
0.2 0.0 0.8
0.1 0.3 0.1
0.3 -0.8 -0.2
-0.3 0.0 -0.1
0.2 -0.1 -0.3
-0.3 0.0 0.1
0.1 -0.2 0.0
-0.4 -0.2 -0.6
0.2 -0.5 0.7
-0.1 0.7 0.1
0.3 0.6 -0.2
0.3 0.2 0.2
-0.5 -0.6 -0.4
0.2 -0.2 0.8
-0.1 -0.2 0.1
0.0 0.5 -0.9
0.5 0.6 0.8
0.9 -0.3 -0.2
-1.2 0.1 -0.9
0.5 0.3 -0.4
-0.2 0.4 0.2
-0.2 -0.9 0.1
0.6 -0.3 0.6
0.0 0.4 0.0
-0.4 -0.3 -0.3
-0.2 0.1 0.3
0.2 -0.1 0.0
-0.3 -0.1 0.2

## Properties
Gap between HOMO and LUMO, eV: 8.75
Charge: -1
Relative energy (zero: lowest compared OMol25 entry of this formula, charge and spin), kcal/mol: 13.6

Record 3
C5H27N2O7 | ωB97M-V/def2-TZVPD

Positions of all 41 atoms, in Å:
C -1.5095 -0.0880 0.0717
N -1.2275 1.1627 -0.6342
C 0.1891 1.5338 -0.7623
C 0.6058 2.7373 0.1245
C 0.1917 2.7868 1.5928
O 1.2652 2.0131 2.2943
C -1.2204 -1.2316 -0.9588
N 0.2470 -1.5566 -1.0452
H -2.4645 -0.0193 0.5876
H -0.8518 -0.0822 0.9729
H -1.6929 1.9248 -0.1745
H 0.4668 1.6683 -1.8231
H 0.8094 0.7571 -0.3399
H 0.1298 3.6327 -0.2645
H 1.6766 2.7709 -0.0319
H 0.1663 3.6607 2.2353
H -0.7623 2.3375 1.9015
H 1.9203 2.6751 2.5461
H -1.5721 -0.7907 -1.8814
H -1.7514 -2.1482 -0.7768
H 0.7166 -0.9628 -1.7791
H 0.7219 -1.1789 -0.2142
H 0.7024 -2.4944 -1.0923
H 3.8052 -2.4464 -0.9719
H 3.4737 -2.0439 0.4645
O 3.1011 -2.0861 -0.4209
H 0.8125 -4.4860 -2.3459
H 1.3744 -4.6561 -0.7802
O 0.9047 -4.1589 -1.4498
H -2.0932 -3.2495 1.6015
H -2.3112 -1.9770 2.4533
O -1.6408 -2.5989 2.1474
H -2.6173 3.1844 2.7574
H -3.4222 3.4094 1.6060
O -2.8694 2.6939 1.9573
H -0.9019 1.1607 -3.7247
H 0.1216 1.0141 -4.8479
O -0.3936 0.4999 -4.2106
H 1.5753 0.4524 1.4279
H 1.9049 -0.8200 1.9811
O 1.8566 -0.4310 1.0928

Atomic forces in eV per Å
2.0 0.6 0.5
-0.2 0.5 -0.4
-0.3 -0.1 1.2
-1.6 1.2 -0.9
1.6 -2.4 1.7
-0.7 0.0 0.1
-0.6 0.2 1.0
1.6 2.3 -0.4
-0.6 -0.5 -0.9
0.1 -0.9 -0.5
-0.4 0.1 0.1
0.0 0.3 0.5
0.0 -0.4 -0.5
0.2 0.4 -0.7
0.3 0.6 0.5
0.1 1.2 -1.2
0.4 -0.4 -0.9
0.1 -0.4 0.0
0.2 -0.3 -0.5
-0.2 -0.3 0.2
-0.8 -0.9 0.5
0.0 0.1 0.6
-1.2 -0.4 -0.5
0.0 0.0 0.0
0.0 0.2 0.0
0.2 -0.4 -0.4
0.5 -0.8 0.3
0.2 -0.7 -0.7
-0.6 1.3 0.4
-0.2 0.0 0.2
0.0 -0.2 0.0
0.2 0.2 -0.1
0.3 -0.7 0.2
-0.3 -0.5 -0.6
-0.4 1.3 0.4
-0.1 -0.1 0.0
-0.1 -0.2 0.1
0.2 0.2 0.1
0.3 0.3 -0.4
0.1 -0.6 -0.3
-0.4 0.5 1.5

## Properties
Gap between HOMO and LUMO, eV: 9.57
Charge: +1
Relative energy (zero: lowest compared OMol25 entry of this formula, charge and spin), kcal/mol: 75.1

Record 4
C5H27NO9 | ωB97M-V/def2-TZVPD

Positions of all 42 atoms, in Å:
C -3.0049 -1.5099 -0.1904
C -1.8949 -0.9547 0.2750
N -1.1573 -1.4626 1.3754
C -0.2344 -0.6463 2.1290
C -0.4757 1.3938 3.7145
C -0.8827 0.6010 2.7383
H -3.4361 -2.4839 0.0169
H -3.5093 -1.1874 -1.0954
H -1.4512 -0.0156 -0.0244
H -1.8057 -1.9748 1.9552
H 0.7395 -0.3161 1.7680
H 0.1779 -1.2257 2.9774
H -1.0769 2.2443 4.0085
H 0.5373 1.2702 4.0939
H -1.8877 0.8162 2.3619
H -0.3155 -2.7489 -0.2282
H 0.7065 -3.7763 -0.7163
O -0.1058 -3.3306 -0.9769
H -2.9408 2.2834 1.2556
H -4.1855 1.4949 1.0889
O -3.8720 2.4068 1.0369
H -0.0067 2.5711 -2.4784
H 0.5472 1.0935 -2.6355
O 0.7497 1.9990 -2.3335
H 2.9478 1.3535 -2.7348
H 3.4989 0.3802 -1.7162
O 3.6892 0.7545 -2.5849
H 2.1224 2.0433 0.2457
H 2.4614 3.4684 0.1494
O 2.7988 2.6626 0.5599
H -0.0912 -1.3307 -2.7159
H 0.1337 -0.8601 -1.3908
O -0.2665 -0.5165 -2.2036
H 2.1912 -2.7851 -3.2763
H 0.8190 -3.2262 -2.8327
O 1.2836 -2.4659 -3.2105
H 2.8425 -1.3413 0.5334
H 3.4345 0.0726 1.0353
O 2.6648 -0.4196 0.7207
H -0.2693 1.5116 -0.8488
H -1.1185 2.3739 0.0587
O -0.3573 1.7833 0.0950

Atomic forces in eV per Å
-0.6 -0.5 -1.4
0.5 0.4 1.4
-0.1 -0.7 -0.9
0.4 1.3 2.4
0.8 -0.2 -0.5
-1.2 -0.4 -0.1
0.5 -0.1 1.0
0.4 0.8 0.1
-0.5 -0.1 -0.6
0.4 -0.2 0.4
-0.4 -0.3 -1.6
-0.7 -0.2 -0.2
0.1 -0.1 0.2
-0.2 0.2 0.3
0.2 -0.2 -0.1
-0.2 -0.1 0.2
-0.1 -0.1 0.2
0.1 -0.1 0.1
0.0 0.3 0.1
-0.3 0.1 -0.1
0.3 -0.4 0.1
0.0 -0.1 -0.4
-0.4 0.1 -0.1
0.6 0.0 -0.1
0.0 0.1 0.0
0.0 0.1 0.0
-0.1 -0.1 0.1
0.1 -0.2 0.2
0.3 0.1 0.2
-0.5 -0.1 -0.4
-0.1 0.7 -0.5
-0.1 0.5 0.2
0.3 -0.8 0.1
0.0 0.4 -0.2
-0.2 0.2 0.0
0.4 -0.8 -0.2
0.6 0.0 0.2
0.1 -0.5 -0.1
-0.5 0.6 -0.2
0.4 0.3 0.8
0.1 0.1 0.2
-0.4 -0.1 -0.6

## Properties
Gap between HOMO and LUMO, eV: 8.52
SMILES: C=CCNC=C.O.O.O.O.O.O.O.O.O
Charge: 0
Relative energy (zero: lowest compared OMol25 entry of this formula, charge and spin), kcal/mol: 91.2

> Look up the charge of the second one.

-1

> What is the charge in the third record?

+1